(1)
{
  "formula": "C15H20BF10NO7S",
  "method": "ωB97M-V/def2-TZVPD",
  "smiles": "CCOC(=O)C(F)(F)F.CCOC(=O)C(F)(F)F.CCOC(=O)C(F)(F)F.OB(CCF)N=C=S",
  "e_tot_ev": -70391.468,
  "orbital_gap_ev": 9.83,
  "elements": ["O", "B", "C", "C", "F", "N", "C", "S", "H", "H", "H", "H", "H", "C", "C", "O", "C", "O", "C", "F", "F", "F", "H", "H", "H", "H", "H", "C", "C", "O", "C", "O", "C", "F", "F", "F", "H", "H", "H", "H", "H", "C", "C", "O", "C", "O", "C", "F", "F", "F", "H", "H", "H", "H", "H"],
  "positions_angstrom": [[-2.36845, -2.87761, -2.13202], [-2.40299, -1.80424, -2.94728], [-3.70227, -1.20379, -3.60429], [-5.00083, -1.28194, -2.80675], [-5.30037, -0.00504, -2.32175], [-1.10237, -1.13403, -3.23656], [-1.03104, -0.06916, -2.68948], [-1.10258, 1.34848, -2.00397], [-3.25885, -3.13275, -1.86065], [-3.84179, -1.70144, -4.56465], [-3.50669, -0.16081, -3.83617], [-4.96535, -1.95871, -1.95094], [-5.82258, -1.60595, -3.44084], [-4.95762, 2.95405, -1.27862], [-6.05288, 2.91330, -0.23917], [-5.91964, 3.97769, 0.72806], [-6.32200, 5.17531, 0.33613], [-6.80869, 5.46964, -0.71466], [-6.11111, 6.18656, 1.48083], [-4.87353, 6.09702, 1.98090], [-6.98252, 5.94140, 2.46989], [-6.30368, 7.42692, 1.04658], [-3.97833, 2.93240, -0.79779], [-5.03299, 2.10515, -1.95206], [-5.01190, 3.86492, -1.87425], [-5.99090, 1.99888, 0.34616], [-7.04365, 2.95935, -0.68970], [1.25297, -3.44124, -0.32299], [2.65707, -3.46813, 0.23905], [3.64285, -3.31424, -0.80677], [3.76184, -2.10029, -1.31569], [3.15188, -1.12456, -0.99247], [4.84667, -2.09762, -2.41033], [4.66349, -3.10249, -3.27228], [6.05614, -2.23757, -1.84937], [4.82350, -0.95153, -3.08196], [1.15354, -4.18902, -1.11059], [0.52234, -3.65562, 0.45607], [1.01409, -2.47141, -0.75400], [2.88567, -4.43258, 0.68503], [2.80430, -2.70053, 0.99819], [5.02852, 0.36599, 1.81765], [6.33875, 0.49535, 2.56056], [6.19466, 0.16243, 3.95854], [6.12011, -1.12682, 4.24516], [6.17596, -2.04404, 3.48076], [5.97949, -1.30679, 5.77005], [5.01562, -0.51929, 6.25995], [7.13215, -0.98728, 6.37370], [5.68441, -2.56880, 6.06238], [4.25963, 0.98033, 2.28669], [5.14891, 0.68728, 0.78384], [4.67804, -0.66494, 1.81418], [6.68593, 1.52559, 2.55599], [7.11709, -0.12777, 2.12175]]
}

=====

(2)
{
  "formula": "C15H20BF4OZr",
  "method": "ωB97M-V/def2-TZVPD",
  "charge": -1,
  "de_lowest_kcal_mol": 0.0,
  "e_tot_ev": -30758.855,
  "orbital_gap_ev": [3.31, 3.32],
  "elements": ["Zr", "C", "C", "C", "H", "C", "C", "H", "H", "H", "H", "C", "C", "C", "H", "C", "C", "H", "H", "H", "H", "O", "C", "C", "C", "C", "C", "H", "H", "H", "H", "H", "H", "H", "H", "H", "H", "F", "B", "F", "F", "F"],
  "positions_angstrom": [[0.05507, -0.02097, 1.03897], [0.71716, -1.82960, 2.66224], [-0.73579, -1.82479, 2.68545], [-1.20636, -2.14905, 1.37943], [-1.37911, -1.40672, 3.44790], [-0.04615, -2.39489, 0.55734], [1.14516, -2.15273, 1.33455], [2.17580, -2.26426, 1.01793], [1.38031, -1.42763, 3.41629], [-2.25178, -2.16493, 1.07943], [-0.06450, -2.74474, -0.46219], [1.49604, 1.77434, 1.77188], [2.31757, 0.63446, 1.42605], [2.15462, 0.37932, 0.01218], [2.93619, 0.07396, 2.10909], [1.27020, 1.38772, -0.51503], [0.85099, 2.24512, 0.57834], [0.13954, 3.05853, 0.51586], [1.35880, 2.17434, 2.76231], [2.63168, -0.39927, -0.56767], [0.94974, 1.46800, -1.54956], [-1.17581, -0.02774, -0.49627], [-0.76980, 0.27980, -3.41017], [-2.01121, 0.47740, -2.65505], [-0.29260, -1.08042, -3.67588], [-0.14230, 1.42918, -4.08622], [-1.82537, 0.97744, -1.21650], [-2.59191, -0.45317, -2.59318], [-2.63575, 1.24371, -3.12407], [-1.24119, 1.91005, -1.19289], [-2.77956, 1.15468, -0.70781], [-0.78829, -1.52916, -4.55985], [-0.49733, -1.75689, -2.82935], [0.79006, -1.11878, -3.88443], [-0.58006, 1.61216, -5.08717], [0.93891, 1.28312, -4.25464], [-0.26681, 2.37097, -3.52536], [-0.03305, 0.41405, 3.02743], [-0.00224, 0.11890, 4.73284], [0.00661, -1.20456, 5.13014], [1.18873, 0.74333, 4.85359], [-1.18623, 0.73970, 4.85403]]
}

=====

(3)
{
  "formula": "C15H20FNO2",
  "method": "ωB97M-V/def2-TZVPD",
  "smiles": "CCOC(=O)C1CCN(Cc2ccc(F)cc2)CC1",
  "de_lowest_kcal_mol": 12.2,
  "e_tot_ev": -24182.545,
  "orbital_gap_ev": 9.52,
  "elements": ["C", "C", "H", "H", "O", "C", "O", "C", "C", "C", "N", "C", "C", "H", "H", "H", "H", "C", "C", "C", "C", "C", "C", "C", "H", "H", "F", "H", "H", "H", "H", "H", "H", "H", "H", "H", "H", "H", "H"],
  "positions_angstrom": [[1.13901, 4.59489, 2.84070], [-0.31710, 4.29621, 2.51445], [-0.75439, 5.08583, 1.90031], [-0.89418, 4.17601, 3.43710], [-0.44381, 3.10526, 1.73386], [-0.43023, 1.94170, 2.38992], [-0.35723, 1.84341, 3.58693], [-0.48694, 0.77909, 1.41989], [-1.15054, -0.44391, 2.06063], [-0.60753, -1.73953, 1.44596], [-0.27484, -1.49815, 0.05560], [0.91435, -0.66900, -0.06227], [0.94683, 0.41737, 1.01666], [1.47703, 0.06484, 1.90332], [1.46998, 1.29614, 0.63784], [0.89685, -0.21253, -1.05655], [1.83406, -1.27865, 0.01009], [-0.16294, -2.70215, -0.74234], [-0.14214, -2.37413, -2.21155], [0.78506, -2.95100, -3.06765], [0.78292, -2.65358, -4.41971], [-0.15796, -1.76380, -4.90087], [-1.09150, -1.16854, -4.07105], [-1.07783, -1.48300, -2.72580], [-1.78998, -1.03195, -2.05274], [-1.81052, -0.47767, -4.48233], [-0.16556, -1.46511, -6.21892], [1.49737, -3.09784, -5.09460], [1.51783, -3.64297, -2.67866], [-1.04263, -3.32190, -0.53737], [0.73487, -3.29341, -0.48082], [-1.37450, -2.51513, 1.49543], [0.26606, -2.10184, 2.01448], [-0.95413, -0.43093, 3.13401], [-2.22899, -0.38559, 1.91272], [-1.02530, 1.09734, 0.52486], [1.72252, 4.66961, 1.92612], [1.54990, 3.80093, 3.45946], [1.20611, 5.53366, 3.38286]]
}

=====

Repeat the first record exactly.
{
  "formula": "C15H20BF10NO7S",
  "method": "ωB97M-V/def2-TZVPD",
  "smiles": "CCOC(=O)C(F)(F)F.CCOC(=O)C(F)(F)F.CCOC(=O)C(F)(F)F.OB(CCF)N=C=S",
  "e_tot_ev": -70391.468,
  "orbital_gap_ev": 9.83,
  "elements": ["O", "B", "C", "C", "F", "N", "C", "S", "H", "H", "H", "H", "H", "C", "C", "O", "C", "O", "C", "F", "F", "F", "H", "H", "H", "H", "H", "C", "C", "O", "C", "O", "C", "F", "F", "F", "H", "H", "H", "H", "H", "C", "C", "O", "C", "O", "C", "F", "F", "F", "H", "H", "H", "H", "H"],
  "positions_angstrom": [[-2.36845, -2.87761, -2.13202], [-2.40299, -1.80424, -2.94728], [-3.70227, -1.20379, -3.60429], [-5.00083, -1.28194, -2.80675], [-5.30037, -0.00504, -2.32175], [-1.10237, -1.13403, -3.23656], [-1.03104, -0.06916, -2.68948], [-1.10258, 1.34848, -2.00397], [-3.25885, -3.13275, -1.86065], [-3.84179, -1.70144, -4.56465], [-3.50669, -0.16081, -3.83617], [-4.96535, -1.95871, -1.95094], [-5.82258, -1.60595, -3.44084], [-4.95762, 2.95405, -1.27862], [-6.05288, 2.91330, -0.23917], [-5.91964, 3.97769, 0.72806], [-6.32200, 5.17531, 0.33613], [-6.80869, 5.46964, -0.71466], [-6.11111, 6.18656, 1.48083], [-4.87353, 6.09702, 1.98090], [-6.98252, 5.94140, 2.46989], [-6.30368, 7.42692, 1.04658], [-3.97833, 2.93240, -0.79779], [-5.03299, 2.10515, -1.95206], [-5.01190, 3.86492, -1.87425], [-5.99090, 1.99888, 0.34616], [-7.04365, 2.95935, -0.68970], [1.25297, -3.44124, -0.32299], [2.65707, -3.46813, 0.23905], [3.64285, -3.31424, -0.80677], [3.76184, -2.10029, -1.31569], [3.15188, -1.12456, -0.99247], [4.84667, -2.09762, -2.41033], [4.66349, -3.10249, -3.27228], [6.05614, -2.23757, -1.84937], [4.82350, -0.95153, -3.08196], [1.15354, -4.18902, -1.11059], [0.52234, -3.65562, 0.45607], [1.01409, -2.47141, -0.75400], [2.88567, -4.43258, 0.68503], [2.80430, -2.70053, 0.99819], [5.02852, 0.36599, 1.81765], [6.33875, 0.49535, 2.56056], [6.19466, 0.16243, 3.95854], [6.12011, -1.12682, 4.24516], [6.17596, -2.04404, 3.48076], [5.97949, -1.30679, 5.77005], [5.01562, -0.51929, 6.25995], [7.13215, -0.98728, 6.37370], [5.68441, -2.56880, 6.06238], [4.25963, 0.98033, 2.28669], [5.14891, 0.68728, 0.78384], [4.67804, -0.66494, 1.81418], [6.68593, 1.52559, 2.55599], [7.11709, -0.12777, 2.12175]]
}